(1)
The following is a DFT calculation (ωB97M-V/def2-TZVPD) of CH7N2O2P in the gas phase.

Structure (XYZ):
```
13
Properties=species:S:1:pos:R:3:forces:R:3
C -0.690448 0.508917 -0.912562 2.681 -1.410 -0.052
N 0.723888 -1.511950 -0.122232 0.529 -0.924 -0.227
N -1.785386 0.037196 0.180806 1.653 2.780 -1.115
O 2.287566 0.428748 -0.732681 -1.031 0.209 0.097
O 0.881471 0.659506 1.435212 -1.160 -0.847 -1.984
P 0.968135 0.072306 -0.157751 0.224 2.251 0.322
H -0.936521 -0.016035 -1.823298 0.293 -0.922 -0.235
H -0.667994 1.497115 -1.311245 -0.845 1.381 0.538
H -0.150838 -1.703140 0.302162 -0.571 -1.013 0.559
H 1.529096 -1.945669 0.287436 0.095 -0.869 0.283
H -2.464171 0.747628 0.015704 -2.853 0.289 -0.344
H 1.729953 0.962574 1.742882 0.756 0.313 0.054
H -1.424754 0.262799 1.095568 0.231 -1.238 2.104
```
Positions in Å, forces in eV/Å.

Results
E_LUMO (alpha / beta), eV: 0.7 / -4.7
⟨S²⟩: 2.0038
HOMO-LUMO gap (alpha / beta), eV: 4.76 / 6.22
HOMO level (alpha / beta), eV: -4.1 / -11.0
2S+1: 3



(2)
The following is a DFT calculation (ωB97M-V/def2-TZVPD) of CH7N2OPS in the gas phase.

Structure (XYZ):
```
13
Properties=species:S:1:pos:R:3:forces:R:3
C 2.143362 0.777092 -0.532855 -3.758 0.706 -1.174
S 1.326846 -0.790338 -0.087369 -0.633 -0.152 0.087
P -0.713384 -0.186856 0.109058 0.824 8.354 -0.642
N -1.069680 -0.508805 1.734289 0.206 -0.341 -1.388
N -1.806866 -0.981948 -0.805120 -0.864 -2.105 0.455
O -0.793120 1.577276 -0.268932 0.372 -7.596 1.335
H 1.514739 1.275793 -1.366276 1.244 -0.584 1.657
H 3.088567 0.547965 -0.822735 2.684 -1.117 -1.460
H 2.309910 1.372816 0.319757 -0.569 0.976 0.988
H -0.293474 -0.128540 2.264462 -0.122 -0.057 0.195
H -1.934414 -0.044802 1.977747 -0.131 0.086 0.173
H -1.712720 -0.932407 -1.782448 0.389 1.281 -1.449
H -2.059762 -1.977244 -0.739578 0.357 0.549 1.222
```
Positions in Å, forces in eV/Å.

Results
E_LUMO, eV: 0.6
SMILES: CSP(N)(N)=O
HOMO-LUMO gap, eV: 9.60
HOMO level, eV: -9.0



(3)
The following is a DFT calculation (ωB97M-V/def2-TZVPD) of 2 unconnected molecules or ions with the total composition CH7N2P2.

Structure (XYZ):
```
12
Properties=species:S:1:pos:R:3:forces:R:3
C 0.971624 1.538681 -0.501024 -1.608 -3.089 1.165
N 0.938121 0.453004 -1.231318 0.691 -0.761 -1.291
N 0.609786 1.485403 0.747041 0.052 1.524 3.053
P -0.664892 -1.663654 0.624553 0.309 -0.352 -3.629
P -2.057266 -2.567291 -0.627673 1.690 1.101 0.244
H 0.680439 -0.514809 -0.867030 0.499 1.818 -0.208
H 1.276417 0.527702 -2.195780 -0.368 -0.166 0.580
H 0.374114 0.622905 1.267649 0.347 0.597 -0.935
H 0.664836 2.341015 1.368101 -0.137 -1.401 -1.367
H 1.102920 2.475826 -0.900524 0.856 1.922 -1.171
H -1.096606 -1.876906 1.839976 -1.235 -0.549 2.592
H -2.799493 -2.821874 0.476028 -1.094 -0.646 0.968
```
Positions in Å, forces in eV/Å.

Results
E_LUMO, eV: -4.9
HOMO-LUMO gap, eV: 8.47
Total charge: +1
HOMO level, eV: -13.3



(4)
The following is a DFT calculation (ωB97M-V/def2-TZVPD) of 2 unconnected molecules or ions with the total composition CH7N2S.

Structure (XYZ):
```
11
Properties=species:S:1:pos:R:3:forces:R:3
S -3.094307 -0.250692 -1.166722 -0.102 -0.077 0.012
H -3.418602 0.904312 -1.767611 0.066 0.034 0.017
N 0.047111 -1.045101 -0.052086 -0.129 -0.646 0.103
C 1.001301 0.006759 -0.180332 0.141 0.344 -0.300
N 1.145455 0.853014 1.008300 -0.016 0.402 0.144
H -0.885551 -0.840834 -0.414772 0.042 0.411 -0.165
H -0.059225 -1.326821 0.911081 0.100 -0.159 0.081
H 0.716949 0.630982 -1.034659 -0.140 -0.119 0.049
H 2.001903 -0.383795 -0.418455 -0.015 -0.081 0.039
H 2.076128 0.830384 1.391074 0.032 -0.155 0.146
H 0.468838 0.621796 1.724178 0.020 0.047 -0.128
```
Positions in Å, forces in eV/Å.

Results
E_LUMO, eV: 4.1
HOMO-LUMO gap, eV: 6.74
Total charge: -1
HOMO level, eV: -2.7



(5)
The following is a DFT calculation (ωB97M-V/def2-TZVPD) of 2 unconnected molecules or ions with the total composition CH7N3O.

Structure (XYZ):
```
12
Properties=species:S:1:pos:R:3:forces:R:3
N 0.749637 -0.228558 0.935060 -0.226 0.813 1.379
C 0.280629 -0.724647 -0.129702 -0.071 -0.386 -0.417
N 0.576510 -1.944926 -0.700411 -0.437 0.762 -0.246
N -0.706157 0.025573 -0.806976 0.516 -1.026 0.735
H 1.350038 -0.761087 1.554327 -0.026 -0.384 -0.567
H 1.104988 -2.660274 -0.239056 0.226 0.233 -0.117
H 0.363766 -1.992611 -1.679853 -0.025 -0.640 0.057
H -0.455052 0.272538 -1.746748 -0.072 0.250 -0.239
H -0.905327 0.808556 -0.191726 -0.119 0.336 -0.898
O -0.705419 2.486684 0.672500 0.595 -0.169 -0.693
H -0.251760 1.792687 1.185653 -0.176 0.320 0.331
H -1.401850 2.926060 1.146928 -0.185 -0.108 0.675
```
Positions in Å, forces in eV/Å.

Results
E_LUMO, eV: 0.9
SMILES: N=C(N)N.O
HOMO-LUMO gap, eV: 10.16
HOMO level, eV: -9.2



(6)
The following is a DFT calculation (ωB97M-V/def2-TZVPD) of 2 unconnected molecules or ions with the total composition CH7N3O.

Structure (XYZ):
```
12
Properties=species:S:1:pos:R:3:forces:R:3
N -0.301772 1.000561 0.442851 0.763 0.128 0.206
C 0.475728 0.560532 -0.489658 -0.335 0.704 0.604
N 0.964298 -0.708613 -0.391384 -0.142 -0.166 -0.491
N 0.814774 1.349194 -1.593464 0.223 -0.766 1.309
H -0.203989 2.016927 0.462333 -0.777 -0.113 -0.279
H 0.862269 -1.088510 0.530611 -0.027 -0.116 0.213
H 1.818971 -0.936085 -0.855118 0.175 -0.111 -0.287
H 1.335982 0.908754 -2.328806 -0.278 0.182 -0.393
H 0.026759 1.941804 -1.777053 0.253 0.202 -0.782
O -1.661434 -1.926756 2.176798 -0.228 0.386 -0.033
H -1.751086 -0.963605 2.244102 0.313 -0.161 -0.042
H -2.380505 -2.154199 1.578785 0.060 -0.169 -0.024
```
Positions in Å, forces in eV/Å.

Results
E_LUMO, eV: 0.8
SMILES: N=C(N)N.O
HOMO-LUMO gap, eV: 9.55
HOMO level, eV: -8.7



(7)
The following is a DFT calculation (ωB97M-V/def2-TZVPD) of 2 unconnected molecules or ions with the total composition CH7N3OP.

Structure (XYZ):
```
13
Properties=species:S:1:pos:R:3:forces:R:3
C 0.425543 1.035853 0.004145 -1.125 -1.349 -0.795
N 1.168167 2.133820 -0.027792 -0.667 -1.579 0.228
N 0.822260 -0.282840 0.146590 1.987 1.310 0.405
N 0.055293 -1.345771 -0.079482 0.005 -1.488 -4.431
O -0.828042 1.248605 -0.278977 -1.573 -0.587 0.486
P -1.607794 -1.551282 0.275858 -0.763 1.317 -0.021
H 2.163598 1.977261 0.000416 0.141 0.967 -0.112
H 0.622084 2.973905 -0.273940 1.117 -0.345 0.288
H 1.829838 -0.602517 0.290546 -1.693 1.277 -0.235
H -0.302483 -1.629527 -1.800082 1.086 0.780 3.140
H -1.595483 0.557367 -0.075759 2.038 0.989 -0.454
H -1.470954 -2.892045 0.237107 -0.272 -1.534 -0.597
H -1.282027 -1.622829 1.581371 -0.281 0.241 2.098
```
Positions in Å, forces in eV/Å.

Results
E_LUMO (alpha / beta), eV: -5.0 / -5.2
HOMO-LUMO gap (alpha / beta), eV: 8.39 / 8.20
Total charge: +1
HOMO level (alpha / beta), eV: -13.4 / -13.4



(8)
The following is a DFT calculation (ωB97M-V/def2-TZVPD) of a molecular structure, CH7N5S.

Structure (XYZ):
```
14
Properties=species:S:1:pos:R:3:forces:R:3
C 0.091560 0.175144 -0.038476 5.671 -2.056 2.187
H -2.638983 1.009028 0.195229 -0.559 0.353 -0.639
H -1.636101 0.907986 1.415839 -0.301 2.957 -3.189
H -0.263885 1.586306 -0.978279 0.589 3.089 -1.577
H 0.713287 -1.570371 0.472886 -1.569 0.954 1.450
H -1.155473 -1.146633 -1.576874 -0.591 -0.872 2.429
H 2.750434 -0.244065 0.882551 0.657 1.391 2.435
H 2.929547 -0.579029 -0.581826 1.368 -0.719 -1.155
N -1.821024 1.575985 0.400649 1.044 -3.582 3.800
N -0.831236 0.997673 -0.477732 -2.177 -0.086 0.419
N -0.158946 -0.993586 0.846170 -0.419 0.566 -4.827
N 1.361168 0.411831 -0.454118 -3.180 -0.031 1.882
N 2.246828 -0.546582 0.119047 -1.519 -1.325 -2.461
S -1.587171 -1.583684 -0.225071 0.984 -0.638 -0.754
```
Positions in Å, forces in eV/Å.

Results
E_LUMO, eV: 0.5
HOMO-LUMO gap, eV: 9.05
HOMO level, eV: -8.5



(9)
The following is a DFT calculation (ωB97M-V/def2-TZVPD) of 3 unconnected molecules or ions with the total composition CH7NO2.

Structure (XYZ):
```
11
Properties=species:S:1:pos:R:3:forces:R:3
N 0.009982 -0.152525 -0.844053 -0.421 -1.202 2.812
C 0.276535 0.993112 0.002951 0.249 0.594 -0.904
O 2.089673 -1.075896 0.403507 -0.395 0.211 -0.299
H 0.141453 0.693521 1.044063 -0.075 -0.222 0.011
H 0.619106 -0.950877 -0.437036 1.189 0.739 -0.803
H -0.386358 1.841343 -0.191689 -0.126 -0.352 -0.138
H 1.316418 1.297901 -0.102573 0.073 -0.136 0.056
H 2.619903 -1.791796 0.747744 0.007 -0.375 0.108
H -1.027183 -0.443892 -0.679786 -0.807 0.815 -0.776
H -3.303112 -0.302984 0.053154 0.496 -0.319 -0.183
O -2.356413 -0.107903 0.003722 -0.189 0.246 0.116
```
Positions in Å, forces in eV/Å.

Results
E_LUMO (alpha / beta), eV: 4.5 / 1.9
⟨S²⟩: 0.7559
HOMO-LUMO gap (alpha / beta), eV: 8.73 / 5.52
Total charge: -1
HOMO level (alpha / beta), eV: -4.2 / -3.6
2S+1: 2



(10)
The following is a DFT calculation (ωB97M-V/def2-TZVPD) of CH7NO2P2 in the gas phase.

Structure (XYZ):
```
13
Properties=species:S:1:pos:R:3:forces:R:3
C 0.741314 -0.289088 1.674630 0.972 0.469 -0.512
P -0.748526 -0.512788 0.791477 -1.321 -0.641 -2.205
O -1.875664 -0.964324 1.608637 -0.372 -0.588 0.719
P -0.085157 -1.585198 -1.077111 2.341 3.458 -0.728
N -1.254170 0.907519 0.047690 -0.327 1.177 -0.318
O -0.548330 1.380328 -1.102723 1.059 0.353 0.993
H 0.602586 -0.907942 2.565473 0.478 0.447 0.132
H 1.522516 -0.721759 0.976387 -0.359 1.011 1.249
H 0.761363 0.839720 1.829729 0.709 -1.604 0.204
H -0.928709 -1.001441 -2.079000 0.126 -0.112 0.565
H -0.785375 -2.640971 -0.992119 -2.452 -3.570 0.603
H -1.294652 1.656521 0.765118 -0.104 -0.195 -1.044
H -1.033822 1.174828 -1.905430 -0.751 -0.204 0.342
```
Positions in Å, forces in eV/Å.

Results
E_LUMO, eV: 0.6
SMILES: C[P@](=O)(P)NO
HOMO-LUMO gap, eV: 10.05
HOMO level, eV: -9.4



(11)
The following is a DFT calculation (ωB97M-V/def2-TZVPD) of 2 unconnected molecules or ions with the total composition CH7O2.

Structure (XYZ):
```
10
Properties=species:S:1:pos:R:3:forces:R:3
O 0.757075 -1.393718 0.916284 0.006 0.355 0.304
H 0.726142 -2.209083 0.406224 -0.079 -0.072 0.019
H 1.425701 -1.492035 1.602579 0.067 -0.189 0.021
H 0.024946 -0.078366 0.894523 0.550 -0.114 -0.303
C -0.556927 0.694019 -1.000314 -0.859 -0.379 0.280
O -0.372560 0.764449 0.462598 -1.003 0.525 -0.813
H -1.450919 1.242493 -1.280326 -0.216 -0.212 0.343
H 0.261687 1.144956 -1.472931 1.364 0.493 -0.524
H -0.617101 -0.351274 -1.244939 -0.165 -0.237 -0.085
H -0.198047 1.678563 0.716305 0.335 -0.171 0.758
```
Positions in Å, forces in eV/Å.

Results
E_LUMO, eV: -3.9
HOMO-LUMO gap, eV: 13.93
Total charge: +1
HOMO level, eV: -17.8



(12)
The following is a DFT calculation (ωB97M-V/def2-TZVPD) of 2 unconnected molecules or ions with the total composition CH7O2.

Structure (XYZ):
```
10
Properties=species:S:1:pos:R:3:forces:R:3
O 1.644864 0.070774 1.366344 2.819 0.460 1.983
H 2.559507 -0.452594 1.369224 -2.974 1.725 0.024
H 1.730517 0.806648 2.091477 -0.156 -2.115 -1.988
H 0.394392 -0.120922 0.519509 0.398 0.469 -0.032
C -1.383808 0.256985 -1.043724 0.462 0.304 2.206
O -0.235235 -0.397138 -0.239087 0.220 -2.745 -2.137
H -2.250093 -0.196119 -0.548156 0.033 0.238 -0.684
H -1.317930 1.334735 -0.776664 0.010 -0.839 -0.631
H -1.220191 -0.015511 -2.080170 -0.029 0.209 0.086
H 0.077976 -1.286858 -0.658753 -0.782 2.294 1.174
```
Positions in Å, forces in eV/Å.

Results
E_LUMO, eV: -4.0
HOMO-LUMO gap, eV: 13.17
Total charge: +1
HOMO level, eV: -17.2



no.,total energy (Eh),strongest force on any atom (eV/Å)
1,-643.4523,3.4
2,-966.5966,8.4
3,-834.2148,3.7
4,-550.0188,0.7
5,-281.8142,1.6
6,-281.8096,1.5
7,-622.7295,4.7
8,-714.0886,6.4
9,-247.4139,3.1
10,-930.1724,4.4
11,-192.4786,1.5
12,-192.4614,3.5